(1)
C43H41AsCl3F6MoN5P2Si as an isolated structure, computed with wB97M-V/def2-TZVPD.

```
103
Properties=species:S:1:pos:R:3:forces:R:3:mulliken_spin:R:1
Mo -0.43473 0.61363 -1.05746 -0.496 -0.022 0.206 2.17
C 0.15837 2.88467 -3.12914 -0.013 0.007 -0.016 0.00
N -1.00605 2.07947 -2.71582 0.064 -0.042 0.001 -0.03
C -2.06891 3.01216 -2.29228 -0.022 -0.002 0.027 0.01
C -1.74774 3.38996 -0.89372 0.026 -0.020 -0.019 0.03
N -0.87358 2.71209 -0.15771 0.053 -0.001 -0.019 -0.08
C -0.83592 3.40236 1.07773 0.005 -0.002 0.013 0.03
C -0.07245 3.22665 2.22883 0.030 0.035 -0.047 -0.02
C -0.27220 4.09547 3.28326 0.008 0.000 -0.005 0.00
C -1.20454 5.13989 3.21327 -0.005 0.004 -0.009 0.00
C -1.94444 5.35435 2.07007 -0.007 -0.004 0.010 0.00
C -1.73122 4.47161 1.01988 0.011 -0.021 -0.013 -0.01
N -2.26743 4.43749 -0.25920 -0.034 -0.011 0.010 0.01
C 1.38410 2.08408 -2.98628 -0.031 -0.057 0.011 0.07
N 1.54531 1.13854 -2.06387 0.048 -0.030 -0.087 -0.08
C 2.90395 0.71145 -2.25059 0.005 0.005 -0.034 0.03
C 3.75988 -0.15556 -1.57017 -0.005 -0.028 -0.053 0.00
C 5.05287 -0.31084 -2.02692 0.004 -0.002 -0.004 0.00
C 5.54381 0.38423 -3.13747 0.011 0.008 -0.007 0.00
C 4.74151 1.28544 -3.79792 0.001 0.001 0.002 0.00
C 3.44601 1.42662 -3.32144 0.002 -0.024 0.021 0.00
N 2.45127 2.28794 -3.74408 0.010 0.057 0.018 0.01
H 0.23000 3.74503 -2.45966 0.003 0.018 -0.016 0.00
H 0.03122 3.25806 -4.14668 0.010 -0.025 -0.009 0.00
H -1.33744 1.56211 -3.52982 -0.057 0.026 0.006 0.01
H -3.03263 2.53031 -2.37002 -0.036 -0.010 0.009 0.00
H -2.08247 3.89121 -2.94234 0.004 -0.001 0.001 0.00
H 0.69742 2.47871 2.28451 0.041 -0.003 -0.024 0.01
H 0.32126 3.98222 4.18071 -0.002 0.001 0.002 0.00
H -1.32962 5.79865 4.06115 0.004 0.002 0.000 0.00
H -2.64919 6.17112 1.99349 0.002 0.003 0.000 0.00
H -2.98492 5.04668 -0.62358 0.008 0.008 -0.002 0.00
H 3.47049 -0.68376 -0.68784 -0.021 -0.071 0.004 0.01
H 5.71142 -0.98528 -1.49607 -0.001 0.000 0.005 0.00
H 6.56289 0.22892 -3.46257 0.001 -0.001 -0.001 0.00
H 5.09983 1.86361 -4.63886 -0.002 0.000 -0.004 0.00
H 2.51577 2.94832 -4.50412 -0.005 -0.009 -0.009 0.00
C -0.93276 0.08821 2.98728 -0.016 0.063 -0.007 0.02
C 0.56233 -0.00059 2.64505 0.029 -0.087 0.008 -0.03
P 1.20042 -0.02840 0.90959 0.084 0.055 0.004 -0.01
C 1.84116 -1.72722 0.71647 0.021 -0.006 -0.033 -0.03
C 2.43054 -2.43632 1.76941 0.001 0.009 -0.005 0.01
C 3.03879 -3.65998 1.53606 -0.003 0.000 -0.001 -0.01
C 3.07684 -4.19405 0.25340 -0.011 -0.011 0.009 0.00
C 2.48308 -3.50924 -0.79500 -0.014 0.011 -0.002 0.00
C 1.86531 -2.29231 -0.55573 0.049 0.058 -0.005 0.07
C 2.64872 1.06847 1.00120 -0.045 0.082 0.000 -0.06
C 2.62227 2.34681 0.44714 -0.032 0.044 0.108 0.05
C 3.71809 3.18562 0.57435 0.015 -0.010 0.013 0.00
C 4.85002 2.75369 1.25129 -0.007 0.009 -0.032 0.00
C 4.88232 1.48216 1.80699 0.001 -0.027 -0.001 0.00
C 3.78890 0.64016 1.68273 -0.024 0.018 0.058 0.00
C -1.96340 -0.09678 1.87083 -0.012 -0.059 0.001 0.01
P -1.56139 -1.28145 0.52648 0.115 0.040 -0.054 0.03
C -1.05541 -2.86867 1.27937 -0.020 0.020 0.008 0.12
C -0.54384 -3.89231 0.45169 0.004 0.010 -0.042 0.07
C -0.28403 -5.14127 0.97109 0.008 0.007 -0.004 -0.02
C -0.55158 -5.40401 2.31191 -0.001 0.004 0.005 0.12
C -1.09797 -4.41366 3.13439 -0.007 0.010 -0.001 0.01
C -1.36988 -3.16565 2.62284 0.014 -0.016 -0.006 0.03
C -3.05464 -2.25625 0.11948 0.001 0.012 -0.037 0.24
C -4.10397 -2.41037 1.06801 0.003 0.001 0.008 0.03
C -5.16344 -3.22788 0.78837 0.010 0.007 0.016 0.04
C -5.20166 -3.94004 -0.42250 -0.007 0.002 -0.010 0.17
C -4.15952 -3.83151 -1.35250 0.015 -0.008 0.001 0.04
C -3.09238 -3.01990 -1.08063 0.006 -0.026 0.030 0.04
H -1.13522 1.06686 3.42233 -0.008 0.002 -0.041 0.00
H -1.12134 -0.62621 3.78322 -0.017 -0.010 0.046 0.00
H 0.96665 -0.90696 3.08960 -0.010 -0.058 -0.032 0.00
H 1.10111 0.81274 3.12461 0.014 -0.016 0.047 -0.01
H 2.45983 -2.04539 2.77735 -0.034 0.007 0.018 0.00
H 3.50405 -4.18750 2.35817 -0.003 -0.003 0.001 0.00
H 3.57357 -5.13882 0.07526 0.000 -0.001 0.001 0.00
H 2.50683 -3.91184 -1.79951 0.001 0.001 0.001 0.00
H 1.43421 -1.75340 -1.38878 0.017 0.006 0.016 -0.07
H 1.74903 2.69534 -0.08731 -0.009 0.015 0.063 0.01
H 3.68856 4.17918 0.14684 0.001 0.003 0.002 0.00
H 5.70678 3.40710 1.34605 0.001 0.001 0.005 0.00
H 5.76235 1.14153 2.33547 0.003 0.000 0.000 0.00
H 3.84556 -0.35412 2.10535 0.000 0.006 0.003 0.00
H -2.12209 0.84501 1.34485 -0.019 0.014 -0.002 -0.01
H -2.92827 -0.33660 2.31111 0.002 -0.012 -0.005 -0.01
H -0.34624 -3.69381 -0.59227 -0.007 0.002 0.004 0.00
H 0.11741 -5.91838 0.33499 0.004 0.001 -0.003 0.00
H -0.35418 -6.38755 2.71806 -0.004 -0.001 0.002 0.00
H -1.32458 -4.63409 4.16882 0.004 -0.002 0.000 0.00
H -1.84060 -2.43026 3.25632 0.009 0.056 0.027 -0.01
H -4.08804 -1.86989 2.00181 -0.010 -0.011 -0.002 -0.01
H -5.97487 -3.32693 1.49626 -0.001 0.001 0.000 0.00
H -6.04309 -4.58780 -0.63316 0.000 -0.002 0.000 -0.01
H -4.20068 -4.38660 -2.27962 0.005 0.002 0.000 0.00
H -2.28536 -2.94692 -1.79087 0.043 -0.002 -0.031 0.00
F -2.55068 0.65963 -0.91832 0.317 -0.136 -0.184 0.02
As -4.82872 0.85781 -0.92349 -0.321 0.118 0.064 0.00
F -4.75958 -0.77575 -1.38997 0.030 0.030 -0.004 0.01
F -4.58739 0.37677 0.69965 0.075 -0.004 -0.014 0.00
F -4.59381 1.29549 -2.55443 0.088 0.004 0.029 0.00
F -4.39445 2.44619 -0.46303 0.056 -0.028 -0.016 0.00
F -6.48745 1.02938 -0.86160 0.013 -0.002 0.001 0.00
Cl 0.32079 -0.11776 -4.78107 -0.011 -0.035 -0.013 -0.01
Si -0.67580 -0.94108 -3.16591 0.090 0.074 0.033 -0.06
Cl -0.08171 -2.91138 -3.18713 -0.051 -0.033 -0.004 0.00
Cl -2.63740 -0.89885 -3.74596 -0.055 0.011 -0.014 -0.01
```
Positions in Å, forces in eV/Å.

Properties
* 2S+1: 4
* orbital gap (spin up / spin down): 6.7 / 4.6 eV
* lowest unoccupied orbital energy (spin up / spin down): -9.125 / -11.252 eV
* ⟨S²⟩: 3.809
* max |F|: 0.0105 hartree/bohr
* E_tot: -7192.3365 Ha
* E_HOMO (spin up / spin down): -15.86 / -15.90 eV
* charge: +3

=====

(2)
One molecule with the formula C4H8N4 in a non-equilibrium geometry, computed with wB97M-V/def2-TZVPD.

```
16
Properties=species:S:1:pos:R:3:forces:R:3:nbo_charge:R:1
H -2.52375 -1.34515 -0.65715 -1.110 -1.165 -0.114 0.32
N -1.54356 -1.18209 -0.55551 -4.580 -7.616 -4.067 -0.67
C -1.42139 -0.16950 0.03178 2.210 6.442 1.727 0.57
N -2.27308 0.86420 0.44280 -2.217 0.161 1.530 -0.86
N -0.07029 0.07751 0.01121 2.626 4.160 1.952 -0.33
C 0.66864 1.20969 -0.47786 2.721 -2.509 -0.094 -0.05
C 2.01195 0.76295 -0.26954 -1.342 3.096 -1.130 -0.30
C 2.15289 -0.49930 0.49498 -1.455 1.567 2.254 -0.28
N 0.74680 -1.03956 0.20478 2.497 -2.381 -0.464 -0.42
H -1.91941 1.37362 1.28826 -0.539 -0.793 -1.232 0.40
H -3.36770 0.66849 0.52747 3.563 0.257 -0.360 0.40
H 0.16415 2.01621 -1.15228 1.192 -1.529 1.747 0.25
H 2.97562 1.16716 -0.58464 -0.756 0.772 -0.254 0.21
H 3.20386 -0.92927 0.19263 -2.729 -0.373 0.573 0.24
H 2.09527 -0.28369 1.69574 0.673 -0.480 -2.582 0.18
H 0.88025 -1.53086 -0.70921 -0.754 0.391 0.512 0.34
```
Positions in Å, forces in eV/Å.

Properties
* ΔE to the lowest compared entry with this formula, charge and spin: 4.819 eV
* orbital gap: 8.2 eV
* lowest unoccupied orbital energy: 0.828 eV
* max |F|: 0.1901 hartree/bohr
* structure (SMILES): [H]/N=C(\N)N1C=CCN1
* E_tot: -376.0714 Ha
* E_HOMO: -7.38 eV
* charge: 0

=====

Q: What is the charge in the second record?
A: 0

=====

Q: Which of these has the lowest max |F|?
A: C43H41AsCl3F6MoN5P2Si

=====

Q: E_tot of number 2 (C4H8N4)?
A: -376.0714 Ha

=====

Q: Look up the charge of the first one.
A: +3